Computed, not measured: 2 unconnected molecules or ions with the total composition C5H11NO2, with ωB97M-V/def2-TZVPD.

Its HOMO energy is -8.981 eV. As for the SMILES: C=C(C)C.NC(=O)O.

Element x y z (Å)
C: -0.3014 -0.5225 3.2792
C: -0.3247 -0.2464 1.9830
C: -0.4763 1.1521 1.4531
C: -0.2162 -1.3197 0.9363
H: -0.1971 -1.5491 3.6090
H: -0.3887 0.2489 4.0320
H: 0.3165 1.3737 0.7409
H: -0.4629 1.8758 2.2663
H: -1.4233 1.2558 0.9214
H: 0.0081 -2.2834 1.3883
H: 0.5850 -1.0911 0.2362
H: -1.1392 -1.4004 0.3648
N: 1.4006 0.5566 -3.2404
C: 0.1545 0.5970 -2.6387
O: -0.2221 1.5034 -1.9532
O: -0.6068 -0.5067 -2.8265
H: 1.8766 1.4390 -3.1323
H: 1.5174 0.1015 -4.1319
H: -0.0999 -1.1846 -3.2874

=====

Computed, not measured: C5H11NO2 in the gas phase at a distorted geometry, with ωB97M-V/def2-TZVPD.

Its HOMO energy is -9.462 eV. As for the SMILES: C[C@@H](CCO)NC=O.

Element x y z (Å)
C: -1.0927 1.4350 1.5611
C: -0.6082 0.3791 0.4870
C: 0.4688 0.9350 -0.5431
C: 0.8520 -0.0589 -1.6629
O: -0.4180 -0.7127 -1.9928
N: 0.0531 -0.7197 1.2150
C: 0.2248 -1.9569 0.6664
O: 1.0873 -2.7048 1.0903
H: -0.1279 1.9547 1.6680
H: -1.1810 0.8370 2.4555
H: -1.7683 2.1244 1.0761
H: -1.4992 0.0561 -0.1129
H: 1.3004 1.2936 0.0654
H: 0.1147 1.8438 -1.0610
H: 1.1649 0.3880 -2.6209
H: 1.4901 -0.9611 -1.5488
H: -0.2153 -1.4089 -2.6325
H: 0.7070 -0.4981 1.9499
H: -0.5524 -2.2255 -0.0598

=====

Computed, not measured: a molecular structure, C5H11NO2 at a distorted geometry, with ωB97M-V/def2-TZVPD.

Its HOMO energy is -8.495 eV.

Element x y z (Å)
C: 0.2367 -0.9824 0.3152
C: 0.5900 -2.2167 -0.4633
C: 0.6106 0.5325 -1.6639
C: 0.0186 1.4176 0.6374
C: 0.3125 0.2775 -0.2080
N: -0.3683 1.2534 1.8427
O: 0.0946 2.6697 0.1170
O: 0.1532 -1.2202 1.6253
H: 0.3233 2.6470 -0.8191
H: -0.0048 -0.3420 2.0797
H: -3.1502 -0.2842 0.9444
H: -2.4790 -0.0577 1.3156
H: -0.4552 2.1173 2.3669
H: 0.5986 -3.0669 0.2140
H: -0.1342 -2.3892 -1.2557
H: 1.5793 -2.1394 -0.9092
H: 1.5159 1.1302 -1.7884
H: 0.7733 -0.3952 -2.1956
H: -0.2148 1.0489 -2.1551

=====

Ordered LUMO energy results: 0.36 0.80 0.67; unit eV.
Ordered Kohn-Sham gap results: 9.34 10.26 9.17; unit eV.
Ordered energy above the lowest of the compared OMol25 structures with the same formula, charge and spin results: 14.3 41.1 39.6; unit kcal/mol.